[1]
16
Properties=species:S:1:pos:R:3 method="wB97M-V/def2-TZVPD" energy_ha=-308.7344 fmax_ha_per_bohr=0.0080 total_charge=0 molar_mass_g_mol=90.12 homo_energy_ev=-7.140 lumo_energy_ev=0.61
C 1.562 -0.022 1.180
C 0.786 -0.314 -0.062
C 0.218 -1.703 -0.117
O -0.766 0.574 0.301
C -0.879 1.173 -1.010
O -2.165 1.637 -1.204
H 1.663 1.057 1.346
H 1.234 -0.501 2.121
H 2.569 -0.390 0.941
H 1.042 -2.330 -0.478
H -0.147 -2.144 0.833
H -0.576 -1.798 -0.874
H -1.491 -0.065 0.425
H -0.100 1.939 -0.998
H -0.650 0.438 -1.782
H -2.312 2.355 -0.577

---

[2]
43
Properties=species:S:1:pos:R:3 method="wB97M-V/def2-TZVPD" energy_ha=-3772.2513 fmax_ha_per_bohr=0.0182 total_charge=-1 molar_mass_g_mol=566.90 homo_energy_ev="-4.033 / -4.594" spin_multiplicity=6 lumo_energy_ev="2.49 / 1.60"
Fe -0.067 0.744 0.039
C -2.180 -1.908 -0.097
C -2.695 -0.860 -1.081
N -1.626 -0.020 -1.612
C -0.813 -0.613 -2.669
C 0.275 -1.493 -2.108
C 0.761 -2.619 -2.747
C 1.794 -3.319 -2.140
C 2.292 -2.894 -0.922
C 1.749 -1.751 -0.348
C 2.242 -1.171 0.956
N 1.220 -0.355 1.612
C 0.385 -1.106 2.551
C -0.590 -2.033 1.828
N -1.408 -1.250 0.929
N 0.773 -1.089 -0.948
H -3.038 -2.477 0.291
H -1.532 -2.625 -0.611
H -3.251 -1.358 -1.888
H -3.384 -0.196 -0.553
H -1.979 0.882 -1.909
H -1.420 -1.182 -3.387
H -0.314 0.202 -3.201
H 0.347 -2.931 -3.697
H 2.208 -4.198 -2.618
H 3.099 -3.418 -0.428
H 2.578 -1.987 1.609
H 3.098 -0.542 0.717
H 1.639 0.457 2.067
H 1.008 -1.703 3.230
H -0.173 -0.377 3.141
H -0.039 -2.774 1.240
H -1.173 -2.592 2.575
H -1.969 -0.581 1.449
S 1.874 3.161 2.246
Sb -0.041 3.447 1.023
S -1.624 1.823 1.718
S -0.122 2.884 -1.261
F 2.325 1.135 -0.583
B 3.117 0.873 -1.752
F 2.258 0.496 -2.807
F 3.860 1.985 -2.089
F 3.964 -0.222 -1.443

---

[3]
22
Properties=species:S:1:pos:R:3 method="wB97M-V/def2-TZVPD" energy_ha=-400.0455 fmax_ha_per_bohr=0.0309 total_charge=+1 molar_mass_g_mol=120.18 homo_energy_ev=-12.660 lumo_energy_ev=-3.33
C 0.144 -0.138 -1.531
C 0.159 0.829 -0.363
C -0.987 0.559 0.588
C -2.250 0.903 0.372
N -3.320 0.691 1.200
N -0.546 -0.070 1.846
N 0.343 -1.512 -1.036
H 0.831 0.137 -2.325
H -0.845 -0.131 -2.003
H 0.109 1.828 -0.805
H 1.129 0.751 0.141
H -2.538 1.384 -0.558
H -3.391 -0.131 1.771
H -4.186 1.171 1.047
H 0.337 0.357 2.143
H -0.378 -1.043 1.657
H -1.186 0.182 2.607
H 1.021 -1.523 -0.295
H 0.660 -2.188 -1.711
H 5.094 -1.199 -0.292
H 5.168 -0.287 -1.599
O 4.631 -0.570 -0.855

---

[4]
44
Properties=species:S:1:pos:R:3 method="wB97M-V/def2-TZVPD" energy_ha=-1071.0338 fmax_ha_per_bohr=0.0572 total_charge=0 molar_mass_g_mol=324.38 homo_energy_ev=-6.527 lumo_energy_ev=-1.83
C 2.211 0.666 -1.082
C 2.146 1.179 0.258
O 1.260 1.996 0.592
C 3.184 0.679 1.191
C 4.517 0.565 0.721
C 5.527 0.125 1.637
C 5.214 -0.194 2.947
C 3.879 -0.106 3.371
C 2.883 0.375 2.506
N 3.049 -0.348 -1.446
O 2.905 -0.969 -2.530
O 3.998 -0.743 -0.663
H 1.525 1.025 -1.859
H 4.851 1.164 -0.113
H 6.556 0.094 1.281
H 5.988 -0.510 3.652
H 3.611 -0.389 4.392
H 1.847 0.476 2.842
C -4.005 0.849 1.657
C -2.959 1.912 2.002
C -1.741 1.629 1.127
N -2.202 0.648 0.127
C -1.367 0.125 -0.746
C -1.748 -0.780 -1.806
C -2.993 -0.653 -2.488
C -3.356 -1.607 -3.435
C -2.494 -2.656 -3.759
C -1.240 -2.747 -3.139
C -0.848 -1.797 -2.203
C -3.583 0.207 0.328
H -3.998 0.068 2.423
H -5.009 1.261 1.586
H -3.308 2.925 1.800
H -2.651 1.849 3.041
H -1.321 2.512 0.639
H -0.925 1.184 1.713
H -0.304 0.362 -0.603
H -3.640 0.193 -2.259
H -4.328 -1.491 -3.920
H -2.802 -3.387 -4.505
H -0.560 -3.553 -3.409
H 0.145 -1.821 -1.750
H -3.673 -0.886 0.359
H -4.243 0.571 -0.473

---

[5]
14
Properties=species:S:1:pos:R:3 method="wB97M-V/def2-TZVPD" energy_ha=-249.6518 fmax_ha_per_bohr=0.0253 total_charge=0 molar_mass_g_mol=75.11 homo_energy_ev=-9.243 lumo_energy_ev=0.77
C 3.392 -2.411 -0.193
O 2.254 -2.136 -0.449
H 4.223 -2.268 -0.903
H 3.666 -2.884 0.769
C -2.446 2.473 0.098
C -1.913 1.161 0.701
N -1.114 0.458 -0.292
H -3.086 2.969 0.817
H -2.926 2.170 -0.832
H -1.627 3.122 -0.219
H -2.807 0.557 0.876
H -1.437 1.360 1.664
H -0.711 -0.402 0.070
H -0.279 1.009 -0.488

---

[6]
25
Properties=species:S:1:pos:R:3 method="wB97M-V/def2-TZVPD" energy_ha=-4798.3760 fmax_ha_per_bohr=0.0341 total_charge=-1 molar_mass_g_mol=424.67 homo_energy_ev="0.389 / -7.739" spin_multiplicity=2 lumo_energy_ev="2.59 / 2.55"
C 7.219 -15.854 -21.378
Cl 7.302 -14.570 -20.105
Cl 6.662 -17.437 -20.761
H 6.483 -15.612 -22.145
H 8.193 -16.038 -21.831
C 1.578 -12.207 -15.242
Cl 2.497 -12.226 -13.754
Cl 0.015 -13.240 -15.260
H 1.238 -11.180 -15.380
H 2.237 -12.501 -16.059
C 5.789 -14.951 -13.302
Cl 6.945 -14.591 -12.092
Cl 6.212 -16.482 -14.104
H 4.802 -15.014 -12.842
H 5.777 -14.074 -13.948
C 4.505 -13.703 -18.379
Cl 5.086 -13.563 -16.680
Cl 3.983 -15.327 -18.709
H 3.676 -13.011 -18.528
H 5.328 -13.495 -19.064
C 8.696 -12.784 -17.077
Cl 8.422 -11.028 -17.006
Cl 10.059 -13.284 -16.054
H 7.788 -13.307 -16.776
H 8.748 -13.067 -18.128

---

[7]
52
Properties=species:S:1:pos:R:3 method="wB97M-V/def2-TZVPD" energy_ha=-11139.1080 fmax_ha_per_bohr=0.0093 total_charge=-1 molar_mass_g_mol=1029.21 homo_energy_ev="-3.014 / -5.226" spin_multiplicity=6 lumo_energy_ev="2.19 / 0.41"
Ru 0.104 0.133 -0.329
C 0.833 3.030 -3.362
C -0.241 2.848 -4.263
C -1.279 2.049 -3.911
C -1.322 1.399 -2.636
N -0.210 1.505 -1.824
C 0.802 2.332 -2.196
N -2.449 0.755 -2.342
C -2.726 0.335 -1.104
N -1.867 0.382 -0.044
C -2.512 0.101 1.128
N -2.029 0.246 2.353
C -0.875 0.898 2.599
C -0.585 1.182 3.963
C 0.484 1.959 4.303
C 1.313 2.475 3.294
C 1.032 2.118 2.002
N -0.002 1.338 1.646
C -3.865 -0.271 0.786
C -4.948 -0.682 1.562
C -6.142 -0.952 0.925
C -6.274 -0.797 -0.470
C -5.216 -0.375 -1.246
C -3.996 -0.121 -0.614
H 1.674 3.667 -3.593
H -0.237 3.346 -5.225
H -2.131 1.886 -4.554
H 1.624 2.391 -1.491
H -1.265 0.780 4.700
H 0.687 2.178 5.345
H 2.166 3.101 3.516
H 1.673 2.443 1.189
H -4.836 -0.793 2.633
H -6.996 -1.287 1.500
H -7.228 -1.015 -0.935
H -5.312 -0.251 -2.317
Cl 1.622 -5.313 5.015
C 1.178 -4.183 3.789
C 1.979 -3.079 3.522
Cl 3.427 -2.840 4.428
C 1.620 -2.158 2.543
Cl 2.616 -0.791 2.243
C 0.435 -2.305 1.797
O -0.002 -1.479 0.906
C -0.358 -3.438 2.089
Cl -1.813 -3.628 1.189
C 0.003 -4.357 3.060
Cl -1.011 -5.712 3.383
Se 2.202 -0.499 -1.474
Se 1.781 -2.826 -1.529
Te -0.645 -2.642 -2.183
Se -0.537 -1.832 -4.451

---

[8]
19
Properties=species:S:1:pos:R:3 method="wB97M-V/def2-TZVPD" energy_ha=-348.1841 fmax_ha_per_bohr=0.0053 total_charge=0 molar_mass_g_mol=104.15 homo_energy_ev=-10.017 lumo_energy_ev=0.89
C 0.571 -2.345 1.145
C 0.842 -1.221 0.150
C -0.325 -0.242 0.017
O -0.808 0.171 1.283
C 0.066 0.987 -0.818
C -1.141 1.837 -1.182
O 1.015 1.733 -0.053
H 0.397 -1.944 2.147
H -0.323 -2.918 0.871
H 1.420 -3.035 1.197
H 1.738 -0.660 0.448
H 1.063 -1.631 -0.843
H -1.175 -0.742 -0.466
H -0.052 0.594 1.720
H 0.568 0.647 -1.737
H -1.702 2.094 -0.276
H -0.834 2.757 -1.694
H -1.816 1.294 -1.852
H 0.659 2.619 0.084

---

[9]
7
Properties=species:S:1:pos:R:3 method="wB97M-V/def2-TZVPD" energy_ha=-531.6552 fmax_ha_per_bohr=0.0856 total_charge=0 molar_mass_g_mol=78.01 homo_energy_ev=-9.650 lumo_energy_ev=-1.35
C -0.012 -0.172 -1.511
O 1.157 0.029 -1.569
H -0.340 -1.309 -1.291
H -0.714 0.563 -1.157
O -0.948 -0.056 1.176
P -0.207 0.165 2.443
H 1.064 0.780 1.909

---

[10]
15
Properties=species:S:1:pos:R:3 method="wB97M-V/def2-TZVPD" energy_ha=-429.3546 fmax_ha_per_bohr=0.1135 total_charge=+1 molar_mass_g_mol=124.13 homo_energy_ev="-14.753 / -14.725" lumo_energy_ev="-7.12 / -7.10"
C -0.651 -0.777 -1.359
C -0.426 -0.030 -0.133
C -1.500 0.900 0.336
N -2.372 1.622 0.528
C 0.618 -0.414 0.709
N 0.937 -1.702 0.938
N 1.301 0.646 1.320
N 1.224 1.765 0.908
N 0.669 2.038 -0.135
H -1.737 -0.502 -1.668
H -0.562 -1.801 -1.243
H 0.085 -0.408 -2.075
H 0.157 -2.368 0.921
H 1.730 -1.984 1.404
H 0.527 3.014 -0.451

---

[11]
57
Properties=species:S:1:pos:R:3 method="wB97M-V/def2-TZVPD" energy_ha=-1207.8382 fmax_ha_per_bohr=0.3145 total_charge=0 molar_mass_g_mol=379.50 homo_energy_ev=-7.772 lumo_energy_ev=0.24
C 0.027 0.171 -2.713
C 0.973 -0.802 -2.879
C 2.107 -0.861 -2.314
C 2.789 0.282 -1.606
H 2.071 0.822 -1.149
H 3.299 0.995 -2.291
H 3.865 -0.101 -0.925
C 3.131 -2.115 -2.747
N 3.108 -3.296 -1.850
C 3.519 -2.972 -0.392
H 4.260 -2.502 -0.261
C 2.282 -2.666 0.406
H 2.722 -2.265 1.361
H 1.970 -1.611 0.177
C 1.147 -3.528 0.306
C 0.924 -3.760 -0.980
H 0.143 -4.362 -1.131
H 0.485 -2.778 -1.381
C 1.858 -4.109 -1.844
H 1.786 -4.252 -2.829
H 2.320 -5.149 -1.647
H 1.636 -4.654 0.952
O 0.052 -3.298 1.349
C -0.639 -2.286 1.001
C -0.620 -0.959 0.810
C -1.320 0.190 0.590
C -2.422 -0.070 0.040
C -3.056 -1.597 0.134
C -1.901 -2.563 0.486
H -2.268 -3.511 0.461
H -4.014 -1.849 -0.249
H -3.262 0.570 -0.338
C -0.793 1.543 0.630
O 0.486 1.892 0.296
N -1.645 2.500 0.778
H -2.748 2.137 1.305
C -1.487 3.899 0.854
C -2.076 4.486 2.268
N -3.264 3.762 2.504
C -4.010 4.154 3.491
C -3.738 5.690 4.076
C -2.600 6.166 3.661
C -1.842 5.737 2.491
H -0.954 6.382 2.087
H -2.598 7.200 3.813
H -4.551 6.136 4.726
H -4.810 3.834 3.740
H -0.252 4.141 1.249
H -1.655 4.381 -0.001
H 0.654 -0.715 1.312
H 3.790 -4.003 0.008
H 2.960 -2.485 -3.670
H 4.045 -1.610 -2.589
H 0.828 -1.665 -3.484
H -0.057 0.791 -3.638
H 0.295 0.823 -1.807
H -0.950 -0.290 -2.647

---

[12]
23
Properties=species:S:1:pos:R:3 method="wB97M-V/def2-TZVPD" energy_ha=-384.0065 fmax_ha_per_bohr=0.0359 total_charge=+1 molar_mass_g_mol=119.19 homo_energy_ev=-12.300 lumo_energy_ev=-3.21
C 2.983 1.140 -1.018
C 1.872 0.385 -0.296
C 0.752 -0.045 -1.269
C -0.523 -0.401 -0.607
C -1.215 -1.543 -0.764
N -2.195 -1.948 0.101
N -1.161 0.636 0.213
H 2.773 2.213 -1.039
H 3.092 0.759 -2.031
H 3.962 1.099 -0.545
H 2.299 -0.534 0.098
H 1.468 0.971 0.535
H 1.127 -0.882 -1.853
H 0.698 0.690 -2.082
H -0.997 -2.229 -1.555
H -2.798 -2.692 -0.200
H -2.328 -1.593 1.033
H -0.779 0.662 1.170
H -0.886 1.573 -0.101
H -2.181 0.567 0.266
H -1.647 -0.102 3.798
H -2.445 1.002 3.215
O -1.872 0.272 2.929